Entry from the Open Molecules 2025 dataset: a structure of composition C31H53BeBrCl2FN4NaO5PS in a non-equilibrium geometry (ωB97M-V/def2-TZVPD).

Properties
Molecular weight = 826.6 g mol⁻¹
E = -171933.2846 eV
Lowest unoccupied orbital energy = -0.17189 hartree
Max |F| = 4.5 eV Å⁻¹
Kohn-Sham gap = 2.45 eV
Highest occupied orbital energy = -0.2621 Ha
Total charge = +1

Geometry as XYZ:
```
101
Properties=species:S:1:pos:R:3:forces:R:3
N -1.2683 4.6615 -4.2055 -0.318 -0.285 -0.234
C -2.1890 3.5699 -4.6113 -0.701 -0.075 0.758
C -2.4349 2.5889 -3.4219 0.637 -0.224 -0.210
C -1.9266 1.1177 -3.7121 0.117 0.778 1.323
C -1.2437 0.6339 -2.4194 0.133 -0.396 -0.771
C -1.9586 0.2597 -1.2729 0.931 -0.092 0.067
C -1.2710 -0.1341 -0.1064 -0.334 0.002 0.137
C 0.1308 -0.1891 -0.0453 -0.557 0.360 -1.744
C 0.8172 0.1985 -1.2244 0.390 -0.222 1.125
C 0.1643 0.5954 -2.3901 -0.052 -0.082 0.589
S 2.6232 0.1685 -1.1113 -0.109 0.248 0.085
C 2.8208 0.8230 0.5522 -1.074 -0.642 -0.676
C 3.8149 1.7209 0.8579 0.862 0.288 1.807
C 3.9446 2.2780 2.2527 -0.846 -1.818 -2.173
C 2.9958 1.8231 3.1603 1.113 -0.727 -0.526
C 1.9843 0.8687 2.7998 0.804 -0.316 0.175
C 1.8705 0.3465 1.5164 1.111 0.923 0.419
N 0.8976 -0.6061 1.1082 -0.451 0.183 0.613
P -0.0365 -1.2526 2.4001 -0.989 0.017 0.605
O -0.9445 -0.2808 3.0577 0.533 -0.237 -0.089
H -1.5930 5.0374 -3.3159 0.005 0.020 -0.222
H -1.3931 5.4046 -4.8918 0.292 -0.007 0.244
H -3.1710 4.0047 -4.8906 0.471 -0.435 -0.313
H -1.7383 3.0008 -5.4415 -0.332 0.484 0.148
H -1.8396 2.9730 -2.5681 -0.320 -0.170 -0.364
H -3.4840 2.5599 -3.0849 0.348 0.114 -0.270
H -1.1734 1.1740 -4.5139 -0.406 -0.300 0.241
H -2.7579 0.4464 -3.9755 0.378 0.260 -0.116
H -3.0527 0.2689 -1.2693 0.421 -0.004 0.003
H -1.8880 -0.3837 0.7630 0.344 0.092 -0.256
H 0.7701 0.8676 -3.2622 -0.379 -0.066 0.306
H 4.5155 1.9941 0.0187 -0.428 -0.550 0.963
H 4.7400 2.9884 2.5104 -0.278 -0.404 0.028
H 3.0354 2.2053 4.1825 -0.052 -0.380 -0.353
H 1.2771 0.5819 3.5836 0.185 0.178 -0.353
H 0.9059 -1.7948 3.3881 -0.349 0.195 -1.302
H -0.7346 -2.3791 1.8873 0.556 0.306 -0.304
C -8.2486 0.5535 2.5086 -0.082 1.065 -1.357
C -6.8156 0.6333 1.8748 -1.457 0.975 -0.066
C -6.4097 2.1132 1.7310 0.483 0.374 0.516
C -6.0998 2.8404 3.0420 0.000 0.176 -0.012
C -5.5882 1.9067 4.1439 -0.639 0.155 -0.019
C -4.9596 0.6002 3.6373 -0.013 1.242 2.596
N -5.9496 -0.0930 2.7877 2.679 -0.699 -3.540
O -5.5526 -1.1890 2.3604 -0.833 0.109 1.089
C -4.6877 -0.2544 4.8821 -0.130 -0.576 -0.020
C -3.6272 0.8854 2.9470 -0.253 -0.210 -0.983
C -6.9050 0.0632 0.4637 0.234 -0.822 0.125
H -8.5520 -0.4833 2.5810 0.462 -0.090 -0.446
H -8.9893 1.0822 1.9001 0.230 0.045 -0.172
H -8.2514 0.9945 3.4903 0.440 0.379 -0.245
H -5.5301 2.1775 1.0835 -0.016 -0.223 -0.028
H -7.1923 2.6597 1.2027 -0.124 -0.318 -0.004
H -5.3645 3.6241 2.8438 -0.030 -0.033 -0.067
H -6.9917 3.3562 3.4012 0.026 -0.059 0.024
H -4.8799 2.4446 4.7757 0.151 -0.227 -0.057
H -6.4293 1.6629 4.7999 0.070 -0.191 -0.024
H -5.6208 -0.5305 5.3777 -0.018 0.040 -0.072
H -4.0822 0.3002 5.5994 -0.020 0.135 -0.169
H -4.1497 -1.1711 4.6376 -0.045 0.037 -0.094
H -2.9489 1.3869 3.6361 -0.191 -0.078 0.148
H -3.7294 1.5277 2.0686 -0.087 0.031 0.046
H -3.1377 -0.0306 2.6298 -0.128 -0.055 0.105
H -7.6142 0.6417 -0.1278 0.026 0.154 0.233
H -7.2532 -0.9687 0.4569 0.079 0.013 0.046
H -5.9363 0.1054 -0.0426 0.056 -0.066 0.110
C 8.5263 -0.6549 -1.5973 0.088 -0.260 0.284
C 7.1919 -0.7624 -0.9509 -0.205 1.293 -0.794
O 6.3064 0.0314 -1.0082 0.062 -0.136 0.177
N 6.8911 -1.9634 -0.1112 -0.151 -0.021 0.337
C 5.7367 -2.7586 -0.6513 -0.079 -0.643 -0.401
H 8.6881 0.3728 -1.9104 -0.156 -0.039 -0.067
H 9.3121 -0.9337 -0.8914 0.046 -0.152 -0.132
H 8.5656 -1.3144 -2.4702 0.051 -0.102 0.052
H 7.7247 -2.5355 0.0375 -0.126 -0.161 0.024
H 6.5597 -1.5628 0.7700 0.363 -0.204 0.200
H 5.5977 -3.6158 0.0031 0.040 -0.017 -0.070
H 5.9941 -3.0895 -1.6584 -0.062 -0.068 0.019
H 4.8420 -2.1417 -0.6493 0.151 0.148 -0.058
Na 3.6205 3.8648 0.3606 -0.532 1.350 -0.384
C 6.2877 -4.2810 -5.0586 1.115 -0.762 1.462
C 6.8785 -5.3519 -4.1880 0.278 0.777 -0.041
O 7.7177 -5.0850 -3.3279 -0.165 -0.151 0.387
C 6.4042 -6.7633 -4.4015 0.484 -0.157 0.585
H 6.7293 -3.3207 -4.7829 0.015 -0.019 -0.048
H 6.5058 -4.4821 -6.1031 -0.454 -0.016 -0.060
H 5.2108 -4.2309 -4.9147 -0.046 -0.137 -0.476
H 6.6344 -7.0820 -5.4173 -0.296 0.060 -0.063
H 5.3319 -6.8181 -4.2274 -0.026 -0.019 -0.340
H 6.9112 -7.4289 -3.7002 0.054 0.061 -0.025
O 3.9003 -6.6983 -6.0980 -0.361 -0.377 0.075
H 3.8668 -7.1573 -6.9430 0.069 0.105 -0.023
H 3.1234 -6.1295 -6.1074 0.240 0.284 -0.127
C 0.3959 4.5979 4.1712 -0.329 0.236 0.008
Cl 0.8428 3.1773 3.1927 -1.226 1.571 0.252
Cl -1.3520 4.8226 4.2274 0.076 0.036 0.027
H 0.7643 4.4519 5.1817 -0.047 -0.137 -0.059
H 0.8495 5.4818 3.7344 -0.060 -0.065 -0.063
Br -9.4047 -0.4705 4.5580 -1.117 -1.153 2.325
F 4.8700 -3.4617 -6.6683 -0.976 0.736 -0.799
Be 2.2623 -1.6863 4.6037 0.757 -0.160 0.794
```
Positions in Å, forces in eV/Å.

Here are the Löwdin charges for atoms 1 to 4, given in e:
1. N -0.030
2. C -0.275
3. C -0.175
4. C -0.121